# 1
79
Properties=species:S:1:pos:R:3:mulliken_charge:R:1 method="wB97M-V/def2-TZVPD" charge=-1 homo_ev="-2.4975 / -4.4987" gap_ha="0.1584 / 0.2265" multiplicity=5
Cr 0.599 -0.254 -0.041 -0.493
O 2.918 4.509 -0.777 -0.688
C 3.807 3.622 -1.262 0.420
C 4.904 4.132 -1.959 -0.662
C 5.844 3.278 -2.500 -0.254
C 5.718 1.898 -2.362 -0.915
C 4.637 1.393 -1.670 -0.507
C 3.674 2.233 -1.108 0.378
C 2.527 1.608 -0.413 1.003
O 2.471 0.337 -0.320 -0.856
N 1.590 2.432 0.040 -1.304
N 0.528 1.701 0.539 1.240
C -0.317 2.288 1.289 -0.636
C -1.394 1.608 2.024 0.953
C -1.844 2.319 3.138 -1.103
C -2.736 1.784 4.048 -0.820
C -3.167 0.485 3.851 -0.971
C -2.757 -0.240 2.744 0.114
C -1.901 0.315 1.796 0.767
O -1.544 -0.366 0.652 0.339
H 2.182 3.985 -0.374 0.610
H 4.982 5.204 -2.069 0.422
H 6.683 3.694 -3.044 0.362
H 6.447 1.232 -2.801 0.404
H 4.500 0.326 -1.554 0.463
H -0.174 3.347 1.502 0.250
H -1.455 3.317 3.293 0.362
H -3.061 2.359 4.904 0.400
H -3.827 0.013 4.567 0.438
H -3.086 -1.266 2.668 0.396
O 1.628 -3.384 -6.706 -0.756
N 1.556 -2.252 -6.209 1.015
O 1.727 -1.235 -6.892 -0.722
C 1.189 -2.120 -4.849 -0.887
C 0.959 -3.315 -4.148 -0.885
C 0.621 -3.310 -2.815 0.793
C 0.236 -4.482 -2.039 -1.465
C -0.365 -4.345 -0.853 -1.111
C -0.629 -2.975 -0.253 0.042
N 0.267 -1.992 -0.800 0.950
C 0.547 -2.077 -2.141 -0.201
C 0.666 -0.877 -2.836 0.545
N 0.365 0.243 -2.083 0.441
C 0.393 1.436 -2.706 -0.524
C 0.717 1.566 -4.031 -0.969
C 1.032 0.437 -4.810 -0.640
C 0.994 -0.830 -4.227 0.807
H 1.040 -4.241 -4.697 0.573
H 0.418 -5.467 -2.455 0.411
H -0.669 -5.221 -0.291 0.385
H -0.446 -3.019 0.821 0.493
H 0.145 2.300 -2.103 0.417
H 0.717 2.550 -4.478 0.404
H 1.280 0.545 -5.850 0.574
O 0.673 -1.780 3.671 -0.665
N 0.254 -1.629 2.553 0.234
O 0.929 -0.767 1.842 -0.077
C -3.902 -4.166 2.387 -1.695
C -2.686 -3.987 1.489 -0.294
N -3.035 -3.549 0.146 0.853
C -3.673 -4.576 -0.669 -0.751
C -5.165 -4.353 -0.885 -1.368
C -2.130 -2.579 -0.473 1.157
C -2.457 -2.359 -1.944 -2.644
N -2.595 -1.285 0.181 -0.747
H -3.592 -4.415 3.403 0.468
H -4.548 -4.968 2.029 0.402
H -4.505 -3.255 2.418 0.305
H -2.126 -4.935 1.461 0.345
H -2.004 -3.261 1.937 0.173
H -3.521 -5.541 -0.169 0.448
H -3.167 -4.669 -1.630 0.537
H -5.713 -4.402 0.056 0.268
H -5.575 -5.107 -1.559 0.473
H -5.347 -3.370 -1.321 0.205
H -2.096 -3.161 -2.581 0.390
H -1.989 -1.429 -2.262 0.409
H -3.533 -2.246 -2.067 0.637
H -3.045 -1.579 1.036 0.137

# 2
80
Properties=species:S:1:pos:R:3:mulliken_charge:R:1 method="wB97M-V/def2-TZVPD" charge=-2 de_lowest_kcal_mol=4.6 homo_ev="-2.0052 / -2.0158" gap_ha="0.2097 / 0.2101"
Fe -1.791 -0.470 1.219 1.080
O 0.792 2.073 6.285 -0.675
C 0.306 1.553 5.308 0.338
C -0.953 2.005 4.583 -0.111
O -1.680 2.925 4.914 -0.731
C -1.055 1.122 3.426 0.883
C -0.011 0.186 3.398 0.766
O 0.056 -0.675 2.457 -0.151
C 0.870 0.359 4.553 -0.327
O 1.872 -0.265 4.859 -0.739
O -1.924 1.144 2.485 -0.484
Se -2.537 -2.220 2.672 -0.169
Se -2.909 -4.317 1.849 -0.574
Te -5.899 -2.383 0.689 -0.503
Se -4.153 -0.762 1.484 -0.388
F 4.740 -0.305 -5.275 -0.367
C 3.979 -0.341 -4.145 0.415
C 4.006 -1.471 -3.360 -0.798
C 3.227 -1.496 -2.205 -0.393
C 2.440 -0.410 -1.827 0.268
C 2.430 0.700 -2.678 -0.163
C 3.198 0.753 -3.835 -0.767
Sb 1.098 -0.386 -0.082 0.147
C 2.048 -2.093 0.785 0.219
C 1.234 -3.179 1.110 -0.820
C 1.745 -4.297 1.756 -0.561
C 3.088 -4.314 2.062 0.414
F 3.606 -5.404 2.690 -0.383
C 3.935 -3.272 1.750 -0.854
C 3.399 -2.160 1.111 -0.075
C 2.143 1.187 0.920 0.816
C 2.863 1.000 2.098 -0.481
C 3.446 2.070 2.764 -0.654
C 3.300 3.332 2.228 0.402
F 3.880 4.386 2.859 -0.382
C 2.575 3.569 1.080 -0.886
C 1.987 2.485 0.437 -0.243
H 4.626 -2.311 -3.646 0.428
H 3.244 -2.389 -1.592 0.399
H 1.806 1.556 -2.440 0.189
H 3.191 1.615 -4.489 0.446
H 0.172 -3.165 0.886 0.119
H 1.101 -5.119 2.041 0.497
H 4.983 -3.329 2.017 0.395
H 4.060 -1.337 0.859 0.580
H 2.948 0.016 2.541 0.324
H 3.975 1.929 3.697 0.421
H 2.455 4.581 0.718 0.457
H 1.372 2.671 -0.436 0.036
C -2.007 4.816 -0.695 -1.145
C -3.257 3.968 -0.474 -0.372
C -3.048 2.740 0.407 -0.949
S -2.193 1.372 -0.365 0.962
O -0.999 1.947 -1.089 -0.651
C -3.371 0.876 -1.664 -0.970
C -2.830 1.146 -3.064 -0.462
C -1.851 0.073 -3.525 -0.732
H -2.235 5.673 -1.333 0.390
H -1.217 4.231 -1.159 0.182
H -1.630 5.193 0.258 0.338
H -3.686 3.675 -1.438 0.200
H -4.014 4.578 0.026 0.429
H -3.996 2.303 0.735 0.466
H -2.471 2.949 1.308 0.522
H -4.311 1.391 -1.466 0.532
H -3.546 -0.187 -1.503 0.303
H -2.332 2.117 -3.080 0.201
H -3.683 1.200 -3.747 0.505
H -1.009 -0.002 -2.835 0.005
H -1.455 0.300 -4.517 0.428
H -2.338 -0.905 -3.568 0.186
C -2.000 -4.487 -2.672 -1.162
C -3.002 -3.837 -1.721 -0.581
C -2.408 -2.721 -0.983 -0.358
N -1.903 -1.821 -0.485 0.870
H -2.508 -5.226 -3.291 0.368
H -1.211 -4.987 -2.110 0.309
H -1.532 -3.749 -3.325 0.297
H -3.367 -4.528 -0.960 0.236
H -3.873 -3.442 -2.246 0.292

# 3
76
Properties=species:S:1:pos:R:3:mulliken_charge:R:1 method="wB97M-V/def2-TZVPD" de_lowest_kcal_mol=55.4 homo_ev="-6.1676 / -6.1664" gap_ha="0.1994 / 0.1982" multiplicity=2
Mn -0.078 -0.566 0.504 -0.145
O -0.287 1.370 1.082 -0.856
C -1.377 0.901 0.434 1.607
C -2.632 0.862 1.277 -0.948
C -3.302 1.986 1.761 -0.394
C -4.386 1.838 2.610 -0.730
C -4.807 0.573 3.016 -0.730
C -4.128 -0.547 2.569 -0.507
C -3.048 -0.396 1.700 -0.133
P -1.954 -1.699 1.075 2.522
C -2.938 -2.496 -0.255 0.084
C -4.330 -2.561 -0.204 -0.017
C -5.049 -3.176 -1.217 -0.699
C -4.384 -3.742 -2.298 -0.535
C -3.001 -3.686 -2.360 -0.707
C -2.282 -3.063 -1.345 -0.500
C -2.062 -2.968 2.411 -0.286
C -2.578 -4.247 2.234 -0.280
C -2.572 -5.168 3.278 -0.708
C -2.053 -4.816 4.512 -0.507
C -1.528 -3.541 4.701 -0.763
C -1.527 -2.630 3.657 -0.201
H -2.961 2.962 1.452 0.667
H -4.906 2.715 2.976 0.404
H -5.646 0.466 3.693 0.422
H -4.418 -1.533 2.917 0.482
H -4.860 -2.112 0.627 0.278
H -6.130 -3.210 -1.166 0.423
H -4.946 -4.220 -3.092 0.381
H -2.476 -4.120 -3.202 0.425
H -1.207 -3.008 -1.408 0.335
H -2.988 -4.532 1.272 0.374
H -2.978 -6.160 3.122 0.405
H -2.054 -5.529 5.327 0.384
H -1.117 -3.260 5.663 0.418
H -1.106 -1.640 3.804 0.447
C 2.675 -1.621 -4.028 -0.929
O 1.701 -2.109 -3.104 -0.351
C 1.330 -1.342 -2.076 0.543
O 0.524 -1.780 -1.273 -0.139
N 1.894 -0.111 -1.977 -0.253
N 1.457 0.651 -0.895 -0.326
H 2.874 -2.441 -4.709 0.247
H 3.598 -1.349 -3.514 0.376
H 2.283 -0.774 -4.593 0.351
H 2.354 0.327 -2.757 0.284
H 0.738 1.321 -1.167 0.057
H 2.232 1.117 -0.445 0.256
N 6.112 -3.290 2.338 -0.360
C 5.011 -3.992 1.983 0.140
S 5.033 -5.580 1.669 -0.364
C 3.750 -3.141 1.862 1.140
C 3.802 -1.755 1.875 -0.844
C 2.619 -1.039 1.749 -0.907
N 1.430 -1.623 1.598 0.125
C 1.384 -2.956 1.613 -0.292
C 2.517 -3.749 1.737 -0.885
H 6.930 -3.848 2.529 0.243
H 6.017 -2.450 2.885 0.202
H 4.729 -1.204 1.941 0.362
H 2.616 0.042 1.786 0.580
H 0.403 -3.400 1.509 0.357
H 2.437 -4.826 1.733 0.416
C -1.653 6.051 0.623 -1.208
C -1.365 5.187 -0.570 0.916
C -0.853 5.709 -1.749 -0.803
C -0.588 4.805 -2.759 -0.167
N -0.796 3.499 -2.638 -0.546
C -1.328 3.095 -1.473 0.216
S -1.602 1.349 -1.334 -0.358
N -1.613 3.887 -0.439 -0.197
H -1.729 7.103 0.351 0.408
H -0.852 5.940 1.356 0.248
H -2.579 5.732 1.100 0.286
H -0.667 6.767 -1.870 0.360
H -0.176 5.141 -3.706 0.401